1.
Below is 2 unconnected molecules or ions with the total composition C8H12O at a distorted geometry, with properties calculated with ωB97M-V/def2-TZVPD.

The value obtained for the energy relative to the best compared isomer or geometry (same formula, charge and spin) is 7.7 kcal per mole. Its lowest unoccupied orbital energy is 0.67 eV. Its total energy is -387.25074 Ha.

```
21
Properties=species:S:1:pos:R:3:mulliken_charge:R:1
C -1.620 -1.629 0.886 -0.99
C -1.378 -1.123 -0.533 -0.76
C -0.694 0.249 -0.531 0.43
C 0.689 0.301 -0.146 -0.19
C 1.408 1.547 -0.187 -0.55
C 0.718 2.742 -0.497 -0.38
C -0.700 2.761 -0.754 -0.52
C -1.401 1.480 -0.788 -0.30
H -0.664 -1.875 1.378 0.27
H -2.271 -2.520 0.916 0.33
H -2.109 -0.817 1.451 0.31
H -0.708 -1.894 -0.960 0.27
H -2.285 -1.079 -1.165 0.38
H 1.215 -0.619 0.141 0.40
H 2.471 1.630 0.076 0.34
H 1.173 3.730 -0.346 0.30
H -1.272 3.669 -0.987 0.35
H -2.483 1.488 -0.970 0.32
O 3.059 -2.618 0.693 -0.63
H 3.735 -3.326 0.795 0.31
H 3.117 -2.098 1.527 0.31
```

***

2.
Below is 2 unconnected molecules or ions with the total composition C8H12O at a distorted geometry, with properties calculated with ωB97M-V/def2-TZVPD.

The value obtained for the energy relative to the best compared isomer or geometry (same formula, charge and spin) is 124.9 kcal per mole. Its lowest unoccupied orbital energy (spin up / spin down) is -0.80 / -0.80 eV. Its total energy is -387.06393 Ha.

```
21
Properties=species:S:1:pos:R:3:mulliken_charge:R:1
C 2.381 -0.296 -0.074 0.13
C 1.188 -0.238 -0.185 -0.27
C -1.494 -2.643 0.011 -0.72
C -1.458 -1.420 -0.546 -0.34
C 3.839 -0.324 -0.019 -1.19
C -0.803 2.255 0.108 -1.18
C -1.618 1.116 -0.503 -0.56
C -1.422 -0.199 0.190 0.93
O -1.529 -0.259 1.521 -0.45
H -1.506 -3.533 -0.592 0.28
H -1.482 -2.760 1.081 0.27
H -1.435 -1.314 -1.622 0.25
H 4.166 -1.202 0.542 0.27
H 4.255 -0.373 -1.028 0.27
H 4.209 0.574 0.477 0.27
H -1.117 2.484 1.126 0.44
H 0.250 1.973 0.106 0.24
H -0.931 3.157 -0.486 0.34
H -2.685 1.369 -0.455 0.36
H -1.351 1.005 -1.553 0.30
H -1.457 0.627 1.901 0.35
```

***

3.
Below is a single C8H12O molecule at a distorted geometry, with properties calculated with ωB97M-V/def2-TZVPD.

The value obtained for the energy relative to the best compared isomer or geometry (same formula, charge and spin) is 95.0 kcal per mole. Its lowest unoccupied orbital energy is 0.87 eV. Its total energy is -387.11160 Ha.

```
21
Properties=species:S:1:pos:R:3:mulliken_charge:R:1
C 3.555 -0.169 1.007 -0.03
C 2.499 0.033 0.406 -0.66
C 1.384 0.088 -0.446 0.42
O 1.268 1.182 -1.237 -0.47
C 0.651 -1.351 -0.782 -0.91
C 0.104 -0.425 0.238 -0.75
C -1.199 0.229 -0.174 0.64
C -2.382 -0.753 0.030 -1.23
C -1.212 1.492 0.711 -1.81
H 4.321 -0.239 1.666 0.56
H 1.973 1.105 -1.890 0.34
H 1.275 -2.283 -0.747 0.32
H 0.206 -1.253 -1.802 0.27
H 0.231 -0.692 1.222 0.68
H -1.171 0.636 -1.197 0.36
H -2.663 -0.719 1.096 0.33
H -2.078 -1.906 -0.123 0.27
H -3.262 -0.428 -0.672 0.30
H -1.078 1.409 1.701 0.49
H -2.093 2.070 0.538 0.41
H -0.328 1.976 0.456 0.46
```

***

4.
Below is a single C8H12O2 molecule at a distorted geometry, with properties calculated with ωB97M-V/def2-TZVPD.

The value obtained for the energy relative to the best compared isomer or geometry (same formula, charge and spin) is 76.9 kcal per mole. Its lowest unoccupied orbital energy is 0.87 eV. Its total energy is -462.38381 Ha.

```
22
Properties=species:S:1:pos:R:3:mulliken_charge:R:1
C -0.101 0.371 -3.298 -0.99
C 0.262 -0.755 -2.345 -0.80
C 1.218 -0.114 -0.914 0.17
C 2.667 -0.109 -1.141 -1.36
C 0.445 0.379 0.058 0.48
C -0.352 0.809 0.985 -0.55
O -0.672 -0.075 2.095 -0.28
C -1.381 0.440 3.154 0.69
C -2.058 -0.657 3.866 -0.95
O -1.449 1.592 3.433 -0.54
H 0.254 1.296 -2.868 0.30
H 0.153 0.227 -4.412 0.28
H -1.130 0.456 -3.515 0.33
H 0.843 -1.403 -2.918 0.37
H -0.528 -1.220 -1.933 0.53
H 3.090 -1.078 -0.885 0.30
H 3.123 0.585 -0.445 0.40
H 2.931 0.259 -2.027 0.43
H -0.725 1.886 1.100 0.29
H -2.366 -1.450 3.104 0.28
H -2.890 -0.269 4.368 0.36
H -1.335 -1.170 4.538 0.25
```

***

5.
Below is 2 unconnected molecules or ions with the total composition C8H12O3 at a distorted geometry, with properties calculated with ωB97M-V/def2-TZVPD.

The value obtained for the energy relative to the best compared isomer or geometry (same formula, charge and spin) is 20.8 kcal per mole. As for the expectation value of S²: 2.01. Its lowest unoccupied orbital energy (spin up / spin down) is 0.78 / 0.40 eV. Its total energy is -537.55101 Ha. The multiplicity is 3.

```
23
Properties=species:S:1:pos:R:3:mulliken_charge:R:1
C 2.996 -0.588 -0.925 -0.43
C 3.772 0.529 -0.865 -0.55
C 2.302 -0.636 0.312 0.89
C 2.719 0.451 1.023 -0.68
C -1.979 0.128 1.203 -1.30
C -1.471 -0.961 -1.093 -1.24
C -0.119 2.171 0.156 -0.71
C -1.337 0.192 -0.141 0.92
O 3.610 1.161 0.303 -0.33
O 1.402 -1.561 0.735 -0.53
O -0.524 1.126 -0.502 -0.25
H 2.919 -1.284 -1.735 0.38
H 4.458 0.958 -1.567 0.43
H -2.862 -0.504 1.160 0.37
H -1.294 -0.290 1.946 0.26
H -2.276 1.121 1.541 0.41
H -1.209 -1.896 -0.600 0.22
H -0.815 -0.809 -1.947 0.35
H -2.496 -1.057 -1.458 0.37
H 2.445 0.816 1.990 0.47
H -0.489 2.422 1.134 0.33
H 0.460 2.871 -0.411 0.30
H 1.311 -2.235 0.056 0.31
```

***

6.
Below is 2 unconnected molecules or ions with the total composition C8H12O4 at a distorted geometry, with properties calculated with ωB97M-V/def2-TZVPD.

The value obtained for the energy relative to the best compared isomer or geometry (same formula, charge and spin) is 49.2 kcal per mole. Its lowest unoccupied orbital energy is -0.84 eV. Its total energy is -612.93529 Ha.

```
24
Properties=species:S:1:pos:R:3:mulliken_charge:R:1
C -1.797 -1.864 -0.023 -0.65
C -2.394 -0.847 -0.647 -0.35
C -3.515 -0.148 0.055 0.79
O -3.860 -0.422 1.183 -0.57
O -4.022 0.844 -0.681 -0.31
C -5.023 1.646 -0.048 -0.63
H -2.168 -2.170 0.947 0.27
H -0.974 -2.406 -0.477 0.29
H -2.146 -0.505 -1.656 0.34
H -4.799 1.799 1.008 0.30
H -6.006 1.144 -0.139 0.27
H -5.102 2.592 -0.578 0.24
C 2.525 -2.099 -0.086 -1.16
C 2.379 -0.590 0.032 -0.38
C 3.697 0.110 0.010 0.71
O 4.751 -0.504 -0.048 -0.53
C 3.573 1.597 0.090 -0.05
O 4.470 2.428 0.131 -0.43
H 1.552 -2.614 -0.109 0.26
H 3.096 -2.497 0.756 0.31
H 3.048 -2.363 -1.004 0.32
H 1.799 -0.185 -0.798 0.34
H 1.844 -0.284 0.938 0.36
H 2.484 1.881 0.132 0.27
```

***

7.
Below is a single C8H12O4S molecule at a distorted geometry, with properties calculated with ωB97M-V/def2-TZVPD.

The value obtained for the energy relative to the best compared isomer or geometry (same formula, charge and spin) is 65.2 kcal per mole. Its lowest unoccupied orbital energy is 0.60 eV. Its total energy is -1011.01845 Ha.

```
25
Properties=species:S:1:pos:R:3:mulliken_charge:R:1
C -2.020 -0.964 -1.518 -0.37
O -1.507 -2.270 -1.634 -0.35
C -1.110 -2.625 -0.326 -0.81
C -0.399 -1.645 0.661 -0.06
S 1.520 -1.486 0.470 -0.23
C 1.574 0.202 0.667 0.01
C 1.956 0.993 -0.634 -0.57
O 2.201 2.404 -0.320 -0.39
C 1.144 2.858 0.447 -0.33
O 0.074 1.967 0.346 -0.38
C 0.266 0.768 1.010 -0.25
C -0.803 -0.180 0.524 -0.43
O -1.138 -0.006 -0.935 -0.32
H -2.333 -0.532 -2.638 0.19
H -3.044 -0.939 -1.009 0.36
H -2.034 -2.789 0.038 0.56
H -0.326 -3.466 -0.285 0.30
H -0.493 -1.981 1.721 0.49
H 2.266 0.418 1.472 0.42
H 0.923 0.903 -1.160 0.40
H 2.921 0.529 -1.151 0.32
H 1.268 3.016 1.519 0.38
H 0.794 3.787 -0.335 0.24
H 0.139 1.066 2.096 0.40
H -1.838 -0.027 0.976 0.41
```

***

8.
Below is a single C8H12OS molecule at a distorted geometry, with properties calculated with ωB97M-V/def2-TZVPD.

The value obtained for the energy relative to the best compared isomer or geometry (same formula, charge and spin) is 35.1 kcal per mole. Its lowest unoccupied orbital energy is -0.22 eV. Its total energy is -785.37811 Ha.

```
22
Properties=species:S:1:pos:R:3:mulliken_charge:R:1
C -0.430 -1.159 2.781 -1.17
C -0.996 -0.751 1.396 -0.03
S -2.048 -1.953 0.765 -0.18
C -0.205 0.241 0.640 1.01
C 1.046 -0.480 0.130 -1.05
C 1.687 0.251 -1.079 -1.03
C 0.761 0.532 -2.232 -0.45
C -0.598 0.901 -1.805 -0.95
C -1.070 0.859 -0.480 0.24
O -2.273 1.405 -0.157 -0.52
H 0.144 -2.109 2.544 0.29
H -1.319 -1.329 3.516 0.33
H 0.217 -0.435 3.273 0.37
H 0.108 1.087 1.340 0.27
H 1.785 -0.534 0.868 0.42
H 0.774 -1.543 -0.101 0.42
H 2.410 -0.402 -1.411 0.42
H 2.228 1.166 -0.758 0.34
H 0.736 -0.225 -3.092 0.33
H 1.161 1.369 -2.772 0.32
H -1.229 1.414 -2.513 0.26
H -2.890 1.696 -0.854 0.35
```

***

9.
Below is a single C8H12OS2 molecule at a distorted geometry, with properties calculated with ωB97M-V/def2-TZVPD.

The value obtained for the energy relative to the best compared isomer or geometry (same formula, charge and spin) is 44.4 kcal per mole. As for the expectation value of S²: 2.01. Its lowest unoccupied orbital energy (spin up / spin down) is 0.69 / -1.65 eV. Its total energy is -1183.42658 Ha. The multiplicity is 3.

```
23
Properties=species:S:1:pos:R:3:mulliken_charge:R:1
C -1.420 0.589 -0.433 0.85
C -0.688 -0.505 0.194 0.10
C 2.978 0.289 0.014 -0.63
C 3.147 -0.907 1.057 -0.55
C -1.293 1.733 0.274 -1.01
C 0.535 -0.237 0.595 0.42
C -2.307 0.401 -1.619 -1.92
C -1.270 -1.865 0.509 -1.60
O -1.853 2.940 -0.054 -0.51
S 1.421 1.162 0.295 -0.07
S 1.494 -1.599 1.157 -0.20
H 3.698 1.003 0.359 0.33
H 3.109 0.003 -1.067 0.34
H 3.772 -1.709 0.662 0.36
H 3.439 -0.582 1.991 0.36
H -0.956 1.770 1.196 0.82
H -2.100 -0.488 -1.997 0.59
H -1.992 1.137 -2.239 0.55
H -3.414 0.574 -1.559 0.25
H -0.500 -2.503 0.082 0.51
H -2.183 -2.168 0.032 0.37
H -1.501 -1.955 1.529 0.34
H -2.116 2.917 -0.979 0.32
```

***

10.
Below is a molecular structure, C8H13AlF7 at a distorted geometry, with properties calculated with ωB97M-V/def2-TZVPD.

The value obtained for the energy relative to the best compared isomer or geometry (same formula, charge and spin) is 0.0 kcal per mole. Its total charge is -1. Its lowest unoccupied orbital energy is 3.45 eV. Its total energy is -1254.17079 Ha.

```
29
Properties=species:S:1:pos:R:3:mulliken_charge:R:1
C -1.690 0.524 2.741 -1.01
C -0.222 0.933 2.787 -0.51
C 0.718 -0.058 2.098 -1.01
C 0.279 -0.485 0.670 1.11
C -0.207 -1.959 0.737 -1.85
Al 1.794 -0.428 -0.685 -0.08
C 1.352 0.611 -2.440 0.56
F 1.785 -0.088 -3.530 -0.30
F 2.081 1.770 -2.438 -0.31
C -0.071 1.090 -2.675 0.72
F -0.458 1.825 -1.662 -0.27
F -0.102 1.900 -3.768 -0.36
C -1.092 -0.005 -2.986 0.49
F -2.195 0.586 -3.451 -0.30
F -0.672 -0.822 -3.905 -0.26
F -1.438 -0.686 -1.927 -0.23
H -2.282 0.982 3.519 0.36
H -2.112 0.878 1.808 0.26
H -1.821 -0.546 2.725 0.19
H -0.097 1.893 2.307 0.25
H 0.090 1.006 3.824 0.41
H 1.682 0.431 2.014 0.34
H 0.859 -0.925 2.740 0.36
H -0.584 0.118 0.403 0.04
H 0.485 -2.580 1.292 0.40
H -0.244 -2.379 -0.263 0.42
H -1.215 -2.042 1.145 0.33
H 3.037 0.343 0.018 -0.38
H 2.341 -1.888 -1.098 -0.36
```